This record from the OMol25 dataset describes one molecule with the formula C4H7NO. The level of theory is wB97M-V/def2-TZVPD.

Last column: Mulliken charge in e.
Geometry (Å):
1 C -1.789 -0.664 -0.246  -0.634
2 O -0.723 -0.169 0.553  -0.346
3 C 0.421 0.179 -0.097  0.352
4 C 1.241 1.131 0.720  -1.297
5 C 1.025 -1.605 -1.117  -0.114
6 N 1.522 -1.089 -0.164  -0.292
7 H -1.456 -1.507 -0.864  0.314
8 H -2.201 0.122 -0.894  0.285
9 H -2.565 -0.996 0.446  0.245
10 H 0.215 0.557 -1.112  0.440
11 H 0.691 2.061 0.864  0.352
12 H 1.447 0.658 1.682  0.337
13 H 2.186 1.320 0.207  0.357

- Gap between HOMO and LUMO: 11.97 eV
- HOMO level: -10.994 eV